Entry 1:
Molecular formula: C6H10O
Method: DFT, wB97M-V/def2-TZVPD

XYZ file:
```
17
Properties=species:S:1:pos:R:3:forces:R:3:mulliken_charge:R:1
C -0.3899 0.7117 -2.0736 -0.0337 0.0059 0.0320 -0.9133
C -0.6999 0.4737 -0.8275 0.0567 -0.0651 0.1575 -0.0216
C -0.8145 0.1595 0.4373 0.0556 0.0563 -0.2696 0.9897
C -0.4173 1.1265 1.5247 -0.0001 0.0765 0.0470 -1.2392
C -1.2089 -1.2337 0.8605 -0.0511 -0.0697 0.0066 -1.2367
H 0.6148 0.4813 -2.4270 -0.1364 0.0539 -0.0567 0.1686
H -1.0718 1.1321 -2.8044 -0.0373 -0.0077 0.1227 0.2480
H 0.3586 0.6580 2.1433 -0.1263 0.0896 -0.0934 0.3115
H -1.2626 1.3755 2.1778 0.0921 -0.0709 -0.1064 0.3691
H -0.0120 2.0528 1.1072 -0.1107 -0.1490 0.0730 0.3290
H -2.1438 -1.2321 1.4340 0.1288 0.0334 -0.0684 0.3723
H -0.4201 -1.6444 1.5030 -0.1331 0.0577 -0.1025 0.3126
H -1.3284 -1.8940 -0.0037 -0.0199 0.1272 0.1555 0.3268
C 2.1987 -0.5520 -0.7659 0.0125 -0.1057 0.3738 -0.2496
O 1.9655 -0.7784 0.3928 0.3090 0.0272 -0.4799 -0.3834
H 2.6249 0.4115 -1.1050 -0.0086 -0.0405 0.1046 0.3052
H 1.9931 -1.2901 -1.5639 0.0026 -0.0189 0.1042 0.3109
```
Forces are in eV/Å.

Its SMILES is C=C=C(C)C.C=O. The value obtained for the HOMO-LUMO gap is 9.9 eV. For the energy relative to the best compared isomer or geometry (same formula, charge and spin), the calculation gives 209.5 kJ/mol. The net charge is 0. The HOMO energy comes out at -9.04 eV.

=====

Entry 2:
Molecular formula: C6H10O
Method: DFT, wB97M-V/def2-TZVPD

XYZ file:
```
17
Properties=species:S:1:pos:R:3:forces:R:3:mulliken_charge:R:1
C -2.0193 -0.4915 -0.7925 -0.2385 0.1216 0.0181 -0.7230
O -0.7690 -1.1542 -0.7982 0.1366 0.0087 0.0627 -0.3717
C 0.3191 -0.4083 -0.5054 0.2033 -0.0583 -0.4767 0.9177
C 1.5719 -1.2349 -0.5580 0.0208 0.0149 0.0817 -1.3022
C 0.2541 0.6013 1.8735 -0.0334 -0.0962 0.6989 -0.6979
C 0.3514 0.9691 -0.6694 -0.0347 0.3872 0.4260 -0.3413
C 0.4011 2.0802 -0.1097 0.0167 -0.2379 -0.7252 -0.3704
H -2.0019 0.3851 -1.4510 -0.0046 -0.1283 0.0819 0.3360
H -2.7520 -1.2173 -1.1475 0.0961 0.1182 0.0493 0.2779
H -2.2792 -0.1741 0.2250 0.0266 -0.0426 -0.1549 0.2700
H 1.4429 -2.1368 0.0457 0.0094 0.1223 -0.0714 0.3531
H 2.4260 -0.6661 -0.1840 -0.1299 -0.0687 -0.0605 0.3073
H 1.7815 -1.5432 -1.5896 -0.0500 0.0552 0.1181 0.3416
H 1.2293 0.6337 1.4352 -0.1288 -0.0181 0.0300 0.1957
H 0.2085 0.4543 2.9552 0.0078 0.0012 -0.1613 0.2517
H -0.6765 0.7557 1.3719 0.1219 -0.0125 0.0422 0.1977
H 0.5119 3.1471 -0.1012 -0.0192 -0.1669 0.0411 0.3576
```
Forces are in eV/Å.

The value obtained for the HOMO-LUMO gap (alpha / beta) is 8.3 / 7.9 eV. For the energy relative to the best compared isomer or geometry (same formula, charge and spin), the calculation gives 550.3 kJ/mol. The net charge is 0. The HOMO energy (alpha / beta) comes out at -7.98 / -7.40 eV.

=====

Entry 3:
Molecular formula: C6H10O
Method: DFT, wB97M-V/def2-TZVPD

XYZ file:
```
17
Properties=species:S:1:pos:R:3:forces:R:3:mulliken_charge:R:1
C 1.4268 1.9970 0.5033 -0.0483 0.1486 0.3031 -0.7498
C 0.2346 1.3754 0.7612 2.2425 1.5719 0.5106 0.5441
C -0.9361 2.3327 0.6149 -0.5640 -0.6163 -1.8121 -1.3043
C 0.0005 -0.0768 0.7212 -0.4193 -0.1762 -1.4091 -0.2438
C 0.4997 -0.7851 -0.3655 -1.4861 -0.9695 1.8134 -0.5787
C -0.4095 -1.6535 -1.2190 0.2749 -0.0365 0.6707 -0.3510
O -0.4524 -2.9995 -0.7485 0.2663 -0.3237 -0.8358 -0.5016
H 1.4922 2.7206 -0.3247 -0.4837 0.6667 1.1298 0.2599
H 2.3280 1.9302 1.1020 0.3565 -1.2805 -0.6624 0.2834
H -0.7350 3.3789 0.8597 0.2825 -0.4979 0.2991 0.3415
H -1.1351 2.3146 -0.4684 -0.4272 0.2098 0.0397 0.2924
H -1.8616 2.0212 1.0853 -0.0427 -0.2637 0.2604 0.3921
H -0.9282 -0.4496 1.1438 -0.5991 0.4602 -0.5014 0.3564
H 1.5447 -1.0537 -0.4306 0.5301 1.3416 -0.9737 0.3800
H -1.4369 -1.3291 -1.3275 -0.3293 0.6355 0.6360 0.2590
H -0.0533 -1.5278 -2.2555 0.3939 -0.7764 0.2720 0.2836
H -0.1985 -2.9659 0.1720 0.0530 -0.0937 0.2598 0.3368
```
Forces are in eV/Å.

Its SMILES is C=C(C)/C=C/CO. The value obtained for the HOMO-LUMO gap is 7.4 eV. For the energy relative to the best compared isomer or geometry (same formula, charge and spin), the calculation gives 420.5 kJ/mol. The net charge is 0. The HOMO energy comes out at -7.62 eV.

=====

Entry 4:
Molecular formula: C6H10O
Method: DFT, wB97M-V/def2-TZVPD

XYZ file:
```
17
Properties=species:S:1:pos:R:3:forces:R:3:mulliken_charge:R:1
C 1.9556 0.6295 -1.1080 0.2890 0.1043 -0.3260 -1.0386
C -0.0198 0.0352 0.3522 -0.3254 -0.2107 0.2368 0.3982
C 0.0880 -1.4391 0.4759 0.0587 -0.1315 0.1594 -0.5623
C -1.4369 -1.2740 0.1108 -0.3803 -0.4711 0.0491 -0.3950
C -1.1899 0.2116 -0.2965 -0.1372 0.0075 0.3069 -0.1838
C -1.2423 1.4307 0.6178 -0.4237 0.4248 0.1656 -0.4352
O 0.1341 1.1303 1.1264 0.0223 -0.0230 0.0667 -0.5009
H 2.3438 0.3491 -0.1207 -0.2060 0.0503 -0.2890 0.2544
H 2.3876 -0.0166 -1.8671 0.3912 0.2166 -0.1326 0.3415
H 2.1395 1.6890 -1.2684 0.3814 -0.0271 -0.1925 0.3225
H 0.6919 -1.9343 -0.2911 -0.0909 0.1915 0.1727 0.2566
H 0.3524 -1.8055 1.4673 -0.1753 -0.1044 -0.0569 0.2476
H -2.0391 -1.3218 1.0209 -0.0244 -0.2141 -0.0645 0.2302
H -1.8391 -1.9412 -0.6533 -0.0149 0.0749 0.0699 0.2919
H 0.8784 0.5034 -1.1942 0.6794 0.0900 -0.2133 0.3061
H -1.9492 1.3192 1.4389 0.0516 0.1432 0.0347 0.2315
H -1.2550 2.4346 0.1892 -0.0955 -0.1213 0.0129 0.2352
```
Forces are in eV/Å.

The value obtained for the HOMO-LUMO gap is 9.3 eV. For the energy relative to the best compared isomer or geometry (same formula, charge and spin), the calculation gives 468.8 kJ/mol. The net charge is 0. The HOMO energy comes out at -8.31 eV.